Below is C19H15NO4S4SeV as an isolated structure, with properties calculated with wB97M-V/def2-TZVPD.

Values from the calculation:
Energy: -164000.9721 eV
Relative energy (zero: lowest compared OMol25 entry of this formula, charge and spin): 38.89 kcal/mol
<S²>: 1.04
2S+1: 2
Frontier orbital gap (alpha / beta): 5.06 / 4.12 eV
Highest occupied orbital energy (alpha / beta): -0.490 / 0.455 eV
Total charge: -2
Lowest unoccupied orbital energy (alpha / beta): 4.6 / 4.6 eV

```
45
C19H15NO4S4SeV wB97M-V/def2-TZVPD
V -0.3811 0.0535 0.2007
S -1.8679 -1.5039 1.0985
C -0.9186 -2.9243 0.9109
C -1.0857 -4.0213 1.7749
C -0.2875 -5.1373 1.6901
C 0.6854 -5.2356 0.7004
C 0.8357 -4.1979 -0.2022
C 0.0687 -3.0513 -0.0903
S 0.2819 -1.7382 -1.2799
C 2.0676 -1.2951 -1.0434
C 2.2599 0.1801 -0.8637
C 3.4612 0.7756 -1.1870
C 3.6719 2.1230 -0.8938
C 2.6049 2.8403 -0.3476
C 1.4072 2.2038 -0.1002
C 0.2006 2.9250 0.3883
S -0.6951 1.9058 1.6241
C 0.6318 1.8358 2.8474
C 0.8241 2.9224 3.6830
C 1.7978 2.9024 4.6683
C 2.5614 1.7543 4.8392
C 2.3586 0.6570 4.0366
C 1.3875 0.6644 3.0218
S 1.1520 -0.7343 2.0575
N 1.2445 0.8776 -0.3081
H -1.8449 -3.9421 2.5382
H -0.4145 -5.9475 2.4002
H 1.3229 -6.1073 0.6418
H 1.5659 -4.2693 -0.9987
H 2.6358 -1.6628 -1.9050
H 2.3673 -1.8115 -0.1279
H 4.2417 0.1827 -1.6418
H 4.6259 2.5919 -1.0860
H 2.7036 3.9011 -0.1576
H -0.5478 3.0176 -0.4068
H 0.4392 3.9076 0.8067
H 0.1940 3.7947 3.5592
H 1.9649 3.7634 5.3043
H 3.3271 1.7262 5.6057
H 2.9535 -0.2354 4.1654
O -2.6533 1.9858 0.2370
Se -2.6023 1.1649 -1.1670
O -3.1402 2.1223 -2.3482
O -1.0133 0.8296 -1.4756
O -3.4538 -0.1836 -1.1445
```

=====

Below is C9H18OPSn as an isolated structure, with properties calculated with wB97M-V/def2-TZVPD.

Values from the calculation:
Energy: -26782.1905 eV
2S+1: 1
Frontier orbital gap (alpha / beta): 6.65 / 5.98 eV
Highest occupied orbital energy (alpha / beta): -10.889 / -10.459 eV
Total charge: +1
Lowest unoccupied orbital energy (alpha / beta): -4.2 / -4.5 eV

```
30
C9H18OPSn wB97M-V/def2-TZVPD
C 0.1839 -0.1753 -3.5345
C -0.9508 -1.0143 -3.7194
C -0.7237 -2.2054 -2.9656
C 0.5916 -2.1641 -2.4239
C 1.1591 -0.8960 -2.7590
Sn 1.1318 1.6922 -0.4338
P -0.8105 3.6465 -0.2931
H 0.3046 0.8405 -3.8984
H -1.8223 -0.7836 -4.3289
H -1.4284 -3.0292 -2.8602
H 2.1481 -0.5299 -2.4766
H 1.0694 -2.9439 -1.8366
H -1.9020 3.5127 0.6280
H -1.4446 3.8999 -1.5629
H -0.2556 4.9265 0.0479
C 0.0220 -1.9935 1.2461
C -0.5273 -0.5852 1.1047
O 0.4775 0.4541 1.2077
C 1.1168 0.5099 2.5032
C 0.1761 0.9279 3.6237
H 0.6885 -2.2679 0.4235
H -0.8247 -2.6849 1.2218
H 0.5388 -2.1619 2.1967
H -0.9977 -0.4395 0.1249
H -1.2808 -0.3654 1.8709
H 1.5459 -0.4789 2.7212
H 1.9514 1.2177 2.3855
H -0.3464 0.0633 4.0505
H 0.7728 1.3557 4.4354
H -0.5633 1.6720 3.3014
```

=====

Below is a 2-piece molecular cluster, C5H12O overall, with properties calculated with wB97M-V/def2-TZVPD.

Values from the calculation:
Energy: -7426.2006 eV
Relative energy (zero: lowest compared OMol25 entry of this formula, charge and spin): 25.61 kcal/mol
Structure (SMILES): C=C(C)CO.C
2S+1: 1
Frontier orbital gap: 10.19 eV
Highest occupied orbital energy: -9.413 eV
Total charge: 0
Lowest unoccupied orbital energy: 0.8 eV

```
18
C5H12O wB97M-V/def2-TZVPD
C -0.5166 -1.5985 -0.8020
C 0.2149 -0.9828 0.1206
C -0.0792 -1.0765 1.5926
C 1.4948 -0.2797 -0.2527
O 1.6164 0.9382 0.4650
H -0.2655 -1.5492 -1.8595
H -1.3770 -2.2056 -0.5278
H -1.0225 -1.6001 1.7709
H 0.7232 -1.6341 2.0918
H -0.1244 -0.0892 2.0622
H 2.3236 -0.9555 0.0154
H 1.5340 -0.1140 -1.3401
H 2.4701 1.3266 0.2399
C -1.3952 1.9623 -0.7113
H -1.3322 1.8675 -1.8001
H -0.3996 1.9462 -0.2505
H -1.8703 2.9134 -0.4641
H -1.9946 1.1310 -0.3504
```

=====

Below is C54H52BrN5OS2SbTi as an isolated structure, with properties calculated with wB97M-V/def2-TZVPD.

Values from the calculation:
Energy: -187704.9940 eV
Relative energy (zero: lowest compared OMol25 entry of this formula, charge and spin): 28.59 kcal/mol
2S+1: 1
Frontier orbital gap (alpha / beta): 5.53 / 5.66 eV
Highest occupied orbital energy (alpha / beta): -8.068 / -8.183 eV
Total charge: +1
Lowest unoccupied orbital energy (alpha / beta): -2.5 / -2.5 eV

```
117
C54H52BrN5OS2SbTi wB97M-V/def2-TZVPD
Ti -0.2543 -0.0761 0.7883
C -4.2485 -2.1135 1.1055
C -4.3182 -2.3520 2.4761
C -3.2082 -2.0967 3.2556
C -2.0549 -1.6135 2.6471
N -1.9931 -1.3599 1.3259
C -3.0745 -1.6072 0.5798
C -0.7643 -1.4020 3.3427
C -0.4222 -1.6225 4.6568
C 0.9400 -1.5081 5.0245
C 1.8912 -1.3044 4.0563
C 1.5111 -1.0974 2.7125
N 0.1713 -1.0093 2.4347
C 2.3123 -1.1333 1.5180
C 3.6725 -1.5037 1.4865
C 4.2862 -1.7269 0.2856
C 3.5421 -1.5886 -0.8999
C 2.2262 -1.2047 -0.8122
N 1.6085 -0.9748 0.3579
H -5.0826 -2.3076 0.4504
H -5.2223 -2.7346 2.9247
H -3.2201 -2.2681 4.3189
H -2.9824 -1.3861 -0.4793
H -1.1594 -1.8898 5.3938
H 1.2304 -1.6552 6.0507
H 2.9366 -1.3284 4.3254
H 4.2082 -1.6292 2.4139
H 5.3249 -2.0223 0.2516
H 3.9873 -1.7705 -1.8637
H 1.6139 -1.0367 -1.6980
C 1.9442 4.9675 6.6351
C 0.5526 4.4915 6.2301
C 0.0057 3.5887 7.3419
C -0.3632 5.7151 6.0808
C 0.5751 3.7229 4.9102
C -0.6013 3.1321 4.4350
C -0.5645 2.4320 3.2495
Br -2.1833 1.6704 2.6235
C 0.6019 2.2721 2.4812
O 0.5042 1.5463 1.3485
C 1.7737 2.9095 2.9095
C 1.7059 3.5973 4.1293
C 3.1504 2.8819 2.2324
C 3.7406 4.2987 2.2340
C 3.1450 2.4167 0.7787
C 4.0648 1.9611 3.0409
H 1.8956 5.4285 7.6192
H 2.3361 5.7107 5.9438
H 2.6551 4.1453 6.6921
H 0.0195 4.1176 8.2923
H 0.6061 2.6870 7.4469
H -1.0189 3.2868 7.1494
H -0.3979 6.2752 7.0125
H -1.3794 5.4239 5.8305
H -0.0030 6.3793 5.2977
H -1.5288 3.2184 4.9753
H 2.6138 4.0621 4.4795
H 3.0481 5.0109 1.7926
H 4.6540 4.3076 1.6427
H 4.0007 4.6505 3.2273
H 2.5219 3.0447 0.1471
H 2.7990 1.3994 0.6569
H 4.1640 2.4711 0.3942
H 4.1793 2.3073 4.0652
H 5.0492 1.9244 2.5798
H 3.6647 0.9509 3.0723
N -1.5417 2.8521 -0.5745
C -1.6653 1.7861 -1.3854
N -1.2993 0.5823 -1.0399
C -1.4037 -0.2744 -2.1293
C -0.9934 -1.6023 -2.1469
C -1.1061 -2.3202 -3.3242
C -1.6326 -1.7324 -4.4770
C -2.0589 -0.4170 -4.4661
C -1.9374 0.2997 -3.2871
S -2.3176 1.9695 -2.9847
H -0.9027 2.7635 0.2085
H -1.6334 3.7741 -0.9710
H -0.5872 -2.0876 -1.2594
H -0.7787 -3.3466 -3.3515
H -1.7081 -2.3070 -5.3872
H -2.4601 0.0410 -5.3569
S 1.4304 1.8463 -2.3328
Sb 2.5101 1.7486 -4.3037
C 1.9474 3.2388 -5.6496
C 2.6638 3.4466 -6.8187
C 2.2682 4.4373 -7.7011
C 1.1550 5.2144 -7.4100
C 0.4427 5.0067 -6.2447
C 0.8369 4.0193 -5.3564
C 4.5788 1.9031 -4.0936
C 5.0792 3.0611 -3.5084
C 6.4324 3.1694 -3.2411
C 7.2851 2.1222 -3.5478
C 6.7899 0.9692 -4.1312
C 5.4351 0.8591 -4.4064
C 2.1108 -0.0444 -5.3043
C 1.3097 -0.0461 -6.4363
C 0.9515 -1.2455 -7.0314
C 1.3872 -2.4433 -6.4961
C 2.1781 -2.4493 -5.3594
C 2.5362 -1.2526 -4.7642
H 3.5334 2.8439 -7.0478
H 2.8257 4.6055 -8.6102
H 0.8469 5.9887 -8.0976
H -0.4213 5.6185 -6.0258
H 0.2969 3.8497 -4.4366
H 4.4174 3.8786 -3.2509
H 6.8217 4.0705 -2.7897
H 8.3402 2.2072 -3.3338
H 7.4574 0.1565 -4.3763
H 5.0601 -0.0392 -4.8800
H 0.9635 0.8852 -6.8650
H 0.3340 -1.2427 -7.9156
H 1.1133 -3.3753 -6.9658
H 2.5156 -3.3853 -4.9397
H 3.1409 -1.2652 -3.8649
```

=====

Below is a 2-piece molecular cluster, C28H40BrFNO2S overall, with properties calculated with wB97M-V/def2-TZVPD.

Values from the calculation:
Energy: -118840.1510 eV
2S+1: 1
Frontier orbital gap: 7.32 eV
Highest occupied orbital energy: -10.560 eV
Total charge: +1
Lowest unoccupied orbital energy: -3.2 eV

```
74
C28H40BrFNO2S wB97M-V/def2-TZVPD
C -4.3621 2.2575 -6.6111
C -3.0564 2.7331 -7.1816
C -2.1444 1.8459 -8.2650
C -1.0157 1.0563 -7.3186
C 0.2952 1.7613 -7.0201
F 0.5881 3.1308 -7.5506
C 1.3720 0.9534 -6.0280
O 2.7062 0.9879 -6.2199
C 0.6404 0.0632 -4.8156
C 1.2346 -0.0871 -3.2926
C 0.3644 -0.9773 -2.1769
C 0.9972 -1.0438 -0.6455
S 1.4772 0.7381 -0.1805
C 0.0065 1.5583 0.6650
C -0.8526 2.3229 -0.5421
C -1.0361 -1.7612 -2.5112
C -1.8994 -2.6840 -1.4436
C -3.1220 -1.7716 -0.8432
C -4.6321 -2.3162 -1.2041
C -3.0861 -1.6264 0.8221
C -1.6385 -1.6098 -4.0519
Br -3.3796 -2.5659 -4.5164
C -0.8130 -0.6982 -5.1401
C -1.3755 -0.4538 -6.6960
O -2.0845 -1.3581 -7.3834
H -4.9365 1.3040 -7.0328
H -4.8808 2.7627 -5.6624
H -2.5996 3.7578 -6.8372
H -1.6410 2.5311 -9.0879
H -2.8762 1.0580 -8.7754
H 2.2420 0.4203 -2.9778
H 1.8770 -1.8069 -0.5317
H 0.0719 -1.2980 0.0639
H 0.2905 2.3523 1.4770
H -0.6825 0.7583 1.2222
H -1.6576 3.0729 -0.1308
H -1.3310 1.4867 -1.2341
H -0.0531 2.8968 -1.1948
H -2.3844 -3.6375 -1.9631
H -1.2259 -3.1257 -0.5624
H -2.9764 -0.6797 -1.3022
H -5.0246 -1.7809 -2.1834
H -4.7142 -3.4772 -1.3259
H -5.3789 -1.9879 -0.3342
H -3.8813 -2.3710 1.3009
H -2.0106 -1.7413 1.2686
H -3.5263 -0.5372 1.0305
C 2.8948 1.4847 8.1779
C 1.8784 0.9460 7.1769
C 2.3653 -0.3271 6.4822
N 2.9324 -0.0942 5.0663
C 4.0278 0.9604 5.0498
C 3.5149 -1.4333 4.5417
C 2.4087 -2.0141 3.6887
C 1.8691 -0.7925 2.9805
C 1.8040 0.2680 4.0672
H 3.8291 1.7819 7.6942
H 2.4893 2.3616 8.6935
H 3.1313 0.7299 8.9364
H 1.5944 1.7271 6.4648
H 0.9709 0.6990 7.7424
H 1.5350 -1.0330 6.3662
H 3.1502 -0.8227 7.0687
H 4.8063 0.6573 5.7547
H 3.5963 1.9259 5.3251
H 4.4328 1.0254 4.0348
H 4.3964 -1.2048 3.9309
H 3.8082 -2.0694 5.3816
H 1.6354 -2.4743 4.3148
H 2.7804 -2.7712 2.9925
H 0.8915 -0.9727 2.5239
H 2.5575 -0.4773 2.1870
H 0.8478 0.2284 4.5993
H 1.9677 1.2782 3.6817
```